{
  "formula": "C8H12INO2",
  "method": "ωB97M-V/def2-TZVPD",
  "charge": 0,
  "de_lowest_ev": 14.8151,
  "homo_ev": -6.554,
  "molar_mass_g_mol": 281.09,
  "total_energy_ha": -814.3819,
  "elements": ["C", "C", "C", "C", "N", "C", "C", "C", "O", "O", "C", "H", "H", "H", "H", "H", "H", "H", "H", "H", "H", "H", "H", "I"],
  "xyz": [[-1.41, -3.43, 1.83], [-2.10, -2.26, 1.39], [-2.74, -0.81, 0.85], [-1.44, 0.13, 0.43], [-0.69, 0.86, 1.37], [0.48, 1.58, 0.68], [0.83, 0.44, -0.47], [2.05, 0.73, -1.53], [2.76, -0.52, -1.95], [3.24, -1.10, -0.89], [-0.73, 0.35, -1.06], [-0.47, -4.13, 2.09], [-3.47, -0.96, -0.05], [-3.27, -0.28, 1.78], [-0.94, 0.88, 2.40], [0.14, 2.59, 0.19], [1.42, 1.56, 1.38], [0.90, -0.57, 0.15], [2.87, 1.34, -0.92], [1.70, 1.36, -2.45], [3.98, -1.75, -1.11], [-0.92, -0.49, -1.88], [-1.05, 1.38, -1.57], [-1.14, 3.10, -0.64]]
}